No. 1
{"formula": "C2H5ClNOP", "method": "wB97M-V/def2-TZVPD", "elements": ["C", "C", "N", "O", "P", "Cl", "H", "H", "H", "H", "H"], "coordinates": [[-0.40699, 0.55976, -0.32233], [-0.75774, -0.95507, 0.00108], [0.53695, 0.99530, 0.65101], [0.26266, -1.81131, 0.32409], [1.86845, 0.10349, 0.98945], [2.74169, 0.00902, -0.84327], [0.08854, 0.60150, -1.40804], [-1.43884, 1.18088, -0.38640], [-1.59353, -0.76123, 0.68657], [-1.28043, -1.46209, -0.97383], [-0.02077, 1.53975, 1.28165]], "forces_ev_per_a": [[-0.9, -0.5, -4.7], [-1.2, -1.3, -2.5], [-0.7, 0.5, 0.0], [0.9, 3.1, 0.9], [-1.5, -1.3, -0.5], [0.0, -0.1, 0.1], [-1.1, 0.1, 2.3], [2.7, -1.2, 0.4], [0.1, -1.0, 0.9], [0.9, 1.6, 1.8], [0.8, 0.1, 1.2]], "multiplicity": 1}

No. 2
{"formula": "C2H5ClO2S", "method": "wB97M-V/def2-TZVPD", "elements": ["C", "C", "O", "H", "H", "H", "H", "O", "S", "Cl", "H"], "coordinates": [[1.45989, 0.65870, -1.25702], [0.30405, 1.21036, -1.61528], [-0.95993, 0.89707, -1.00770], [1.61118, 0.08258, -0.43740], [2.31727, 0.78084, -1.88066], [0.20476, 1.97396, -2.45534], [-0.60070, 0.49362, -0.24433], [-1.56715, -2.44273, 2.45053], [-0.12108, -1.78586, 2.11978], [-0.46883, 0.20486, 2.44830], [-2.17947, -2.07341, 1.87913]], "forces_ev_per_a": [[-0.8, 1.8, -2.3], [-1.6, 0.5, -0.9], [2.3, 1.6, -1.9], [0.0, -1.9, 2.4], [0.4, 0.5, -0.2], [0.0, -1.4, 1.2], [-0.3, -1.1, 1.9], [1.9, -0.9, 2.1], [0.2, 0.2, -0.1], [0.1, -0.2, 0.1], [-2.2, 0.9, -2.1]], "smiles": "C=CO.OSCl", "multiplicity": 1}

No. 3
{"formula": "C2H5ClO3", "method": "wB97M-V/def2-TZVPD", "elements": ["C", "C", "O", "O", "O", "Cl", "H", "H", "H", "H", "H"], "coordinates": [[-0.15063, 0.63477, -0.52719], [0.30391, -0.78784, -0.08979], [-0.62904, -1.77189, -0.07469], [0.50586, -0.43154, 1.63994], [1.53793, -1.05419, -0.54620], [2.14652, -2.46727, 0.12617], [-1.11991, 0.32671, -0.99381], [-0.25147, 1.08204, 0.44297], [0.70665, 0.85049, -1.19427], [-0.03740, -2.62060, -0.08823], [-0.06132, -0.98815, 2.09553]], "forces_ev_per_a": [[0.2, -3.8, -0.9], [-1.5, 2.2, 5.1], [2.3, -1.9, -1.0], [2.1, 1.1, -4.0], [0.5, -0.4, -0.3], [0.4, -0.3, -0.1], [0.7, 1.3, -0.1], [0.0, 1.0, -0.2], [-1.1, 1.2, 0.2], [-1.9, 1.6, 0.2], [-1.8, -1.9, 1.2]], "multiplicity": 1}

ΔE to the lowest compared entry with this formula, charge and spin
In order: 297.1; 88.4; 315.6
Unit: kJ/mol